No. 1
C12H44N8O10 | ωB97M-V with the def2-TZVPD basis set

Structure (XYZ):
```
74
Properties=species:S:1:pos:R:3
C 12.830 7.042 10.998
O 13.773 7.876 11.073
N 13.068 5.789 10.723
N 11.569 7.281 11.165
H 12.257 5.193 10.635
H 14.053 5.594 10.616
H 11.199 8.201 11.352
H 10.955 6.497 11.000
C 11.527 12.694 7.047
O 12.089 11.753 6.545
N 12.137 13.707 7.589
N 10.244 12.786 7.083
H 13.142 13.665 7.680
H 11.682 14.542 7.929
H 9.930 13.505 7.720
H 9.666 12.005 6.810
C 6.567 8.806 9.442
O 6.930 7.776 9.915
N 6.740 9.918 10.027
N 6.018 8.899 8.268
H 7.266 9.885 10.889
H 6.598 10.790 9.537
H 5.816 8.054 7.753
H 5.352 9.653 8.171
C 14.583 11.430 10.029
O 15.222 12.464 9.883
N 15.091 10.253 9.912
N 13.327 11.432 10.412
H 16.057 9.988 9.781
H 14.490 9.472 10.134
H 12.744 12.223 10.177
H 12.825 10.619 10.738
C 9.645 13.334 10.516
C 9.269 14.848 10.386
O 8.947 14.994 9.052
H 9.798 13.002 11.542
H 10.539 13.135 9.925
H 8.863 12.636 10.218
H 10.115 15.516 10.548
H 8.372 15.124 10.940
H 9.528 15.580 8.561
C 14.494 8.988 6.918
C 15.273 7.658 7.177
O 14.377 6.671 7.593
H 13.641 9.114 7.585
H 14.189 9.009 5.871
H 15.113 9.866 7.100
H 15.920 7.767 8.047
H 15.809 7.213 6.339
H 14.772 6.023 8.182
C 8.591 9.248 5.835
O 8.017 10.474 6.311
H 9.215 8.718 6.554
H 7.858 8.476 5.600
H 9.222 9.363 4.954
H 7.322 10.080 6.845
C 11.912 9.499 13.807
O 13.059 9.997 13.281
H 10.987 9.775 13.301
H 12.056 8.421 13.879
H 11.792 9.749 14.862
H 13.280 9.425 12.542
C 7.977 11.336 13.288
O 8.345 10.340 12.362
H 7.438 12.118 12.754
H 7.624 11.110 14.294
H 8.904 11.866 13.508
H 8.073 9.509 12.760
C 10.643 9.880 9.269
O 10.541 9.773 10.669
H 11.564 10.437 9.093
H 10.758 8.873 8.869
H 9.872 10.404 8.703
H 9.657 10.075 10.891
```

Calculated values
Lowest unoccupied orbital energy (eV): 0.1032
HOMO (eV): -8.68
Total charge: 0
Energy relative to the best compared isomer or geometry (same formula, charge and spin) (kcal/mol): 0.0
Orbital gap (eV): 8.783

=====

No. 2
C12H44O10 | ωB97M-V with the def2-TZVPD basis set

Structure (XYZ):
```
66
Properties=species:S:1:pos:R:3
C -2.657 -2.489 -1.459
C -1.392 -3.029 -1.985
O -0.661 -2.063 -2.774
H -3.356 -2.161 -2.260
H -2.398 -1.619 -0.791
H -3.146 -3.308 -0.974
H -1.564 -3.998 -2.535
H -0.782 -3.286 -1.170
H 0.196 -2.321 -3.058
C 1.280 0.337 -1.337
C 1.475 0.498 -2.834
O 2.376 -0.418 -3.353
H 0.625 -0.551 -1.021
H 0.746 1.231 -0.944
H 2.279 0.278 -0.808
H 1.923 1.413 -3.101
H 0.431 0.333 -3.286
H 2.680 -0.076 -4.186
C -0.879 1.043 1.540
O -1.929 0.708 0.582
H -0.106 1.666 1.055
H -0.375 0.146 1.816
H -1.307 1.576 2.408
H -2.064 1.396 -0.057
C 3.319 0.564 2.249
O 3.533 1.788 2.799
H 2.257 0.669 1.912
H 3.468 -0.291 2.961
H 3.929 0.341 1.432
H 4.463 1.921 2.800
C 3.359 3.192 -0.580
O 2.213 3.359 0.343
H 4.082 2.455 -0.212
H 3.921 4.077 -0.770
H 3.041 2.797 -1.544
H 2.478 3.001 1.185
C -3.285 0.368 -3.325
O -2.366 0.452 -2.315
H -4.220 0.003 -2.939
H -2.935 -0.370 -4.072
H -3.538 1.223 -3.862
H -2.106 -0.495 -2.204
C -0.212 -0.514 4.785
O 0.905 -1.453 4.440
H 0.108 0.494 4.979
H -0.863 -0.821 5.634
H -0.959 -0.499 3.978
H 0.614 -1.879 3.641
C 1.478 -2.204 1.410
O 0.206 -2.412 1.962
H 1.630 -3.036 0.718
H 2.322 -2.177 2.092
H 1.599 -1.235 0.790
H -0.285 -2.696 1.178
C 0.009 3.424 -2.244
O -0.536 2.605 -3.176
H -0.390 3.212 -1.321
H -0.141 4.494 -2.441
H 1.071 3.191 -2.200
H -1.189 1.958 -2.814
C -3.216 -1.978 2.845
O -3.266 -1.551 1.493
H -2.137 -2.064 2.978
H -3.629 -2.962 3.162
H -3.672 -1.205 3.447
H -2.445 -1.071 1.305
```

Calculated values
Lowest unoccupied orbital energy (eV): 0.5013
HOMO (eV): -9.53
Total charge: 0
Energy relative to the best compared isomer or geometry (same formula, charge and spin) (kcal/mol): 162.7
Orbital gap (eV): 10.031

=====

No. 3
C12H46N2O12 | ωB97M-V with the def2-TZVPD basis set

Structure (XYZ):
```
72
Properties=species:S:1:pos:R:3
C -2.731 -5.787 -2.774
O -3.244 -4.512 -2.399
C -3.560 -4.240 -1.048
C -4.239 -2.851 -0.999
N -3.531 -1.720 -1.600
C -2.404 -1.304 -0.772
C -1.357 -0.576 -1.722
O -0.899 -1.346 -2.884
C -0.075 -2.450 -2.534
H -3.408 -6.630 -2.639
H -1.898 -5.973 -2.095
H -2.417 -5.951 -3.805
H -2.655 -4.388 -0.459
H -4.187 -5.004 -0.589
H -4.557 -2.618 0.017
H -5.153 -2.943 -1.585
H -3.109 -2.146 -2.413
H -1.892 -2.098 -0.229
H -2.730 -0.586 -0.019
H -0.483 -0.374 -1.102
H -1.798 0.354 -2.081
H 0.848 -2.346 -3.104
H -0.514 -3.435 -2.697
H 0.364 -2.356 -1.541
C -0.726 4.944 -4.041
O -0.457 4.138 -2.895
C 0.419 2.998 -3.102
C 0.814 2.440 -1.718
N 1.239 3.394 -0.774
C 1.488 2.856 0.545
C 1.675 4.049 1.520
O 0.443 4.727 1.631
C 0.453 5.670 2.630
H -1.438 5.766 -3.960
H -0.996 4.307 -4.884
H 0.214 5.461 -4.229
H 1.249 3.406 -3.679
H -0.060 2.327 -3.815
H 1.533 1.644 -1.913
H -0.064 1.914 -1.343
H 0.592 4.170 -0.767
H 2.354 2.194 0.558
H 0.694 2.166 0.829
H 2.337 4.787 1.066
H 2.126 3.768 2.472
H -0.574 5.957 2.857
H 1.104 6.508 2.379
H 0.716 5.232 3.592
O 3.941 -1.780 0.200
H 3.066 -1.424 0.358
H 3.911 -2.099 -0.702
O 1.748 -0.824 1.403
H 0.843 -0.511 1.377
H 2.195 -0.216 1.992
O 0.841 -3.504 1.161
H 0.567 -3.375 2.069
H 1.097 -2.632 0.861
O 3.460 -2.159 3.133
H 3.024 -1.691 2.420
H 4.276 -2.478 2.747
O 0.663 -2.416 4.235
H 1.510 -2.522 3.801
H 0.497 -1.474 4.210
O 0.568 0.281 4.274
H 0.427 1.095 4.757
H 1.512 0.251 4.123
O 2.960 0.825 3.043
H 2.667 1.603 3.519
H 3.914 0.891 3.039
O -0.906 -0.005 1.745
H -1.700 0.527 1.711
H -0.589 0.093 2.643
```

Calculated values
Lowest unoccupied orbital energy (eV): -0.5354
HOMO (eV): -8.69
Total charge: 0
Energy relative to the best compared isomer or geometry (same formula, charge and spin) (kcal/mol): 41.3
Orbital gap (eV): 8.159

=====

No. 4
C12H46O11 | ωB97M-V with the def2-TZVPD basis set

Structure (XYZ):
```
69
Properties=species:S:1:pos:R:3
C -6.244 2.000 1.374
C -7.254 3.117 1.711
O -8.186 3.069 0.689
H -5.758 2.049 0.400
H -6.690 1.006 1.412
H -5.495 1.894 2.158
H -6.873 4.126 1.866
H -7.842 2.891 2.600
H -8.926 3.672 0.786
C -1.571 -4.021 -7.731
C -2.209 -3.168 -8.804
O -2.330 -3.987 -9.957
H -1.945 -5.044 -7.764
H -1.664 -3.481 -6.789
H -0.496 -4.132 -7.869
H -1.550 -2.335 -9.047
H -3.158 -2.694 -8.552
H -3.063 -4.558 -9.715
C 4.373 -1.079 -4.492
C 4.985 0.196 -4.976
O 4.288 1.344 -4.513
H 4.982 -1.846 -4.970
H 3.398 -1.163 -4.972
H 4.309 -1.211 -3.412
H 4.985 0.133 -6.064
H 6.043 0.244 -4.721
H 3.603 1.710 -5.077
C -0.709 -0.991 0.306
C 0.081 0.167 0.881
O 0.453 -0.157 2.235
H -0.860 -0.883 -0.768
H -1.602 -1.310 0.845
H 0.056 -1.764 0.388
H -0.366 1.157 0.787
H 0.990 0.335 0.303
H 0.865 0.605 2.649
C -2.886 -5.606 4.203
C -1.785 -4.898 5.008
O -2.192 -3.569 5.228
H -3.761 -5.918 4.773
H -2.460 -6.519 3.785
H -3.302 -4.958 3.431
H -0.938 -4.726 4.343
H -1.467 -5.470 5.879
H -1.583 -3.041 4.705
C -0.706 7.516 1.776
C -1.335 7.375 3.128
O -0.593 8.191 3.995
H 0.376 7.409 1.710
H -0.967 8.490 1.362
H -1.158 6.771 1.120
H -1.230 6.318 3.374
H -2.418 7.483 3.177
H -1.117 8.904 4.368
O 6.243 2.027 -0.537
H 7.164 1.909 -0.770
H 5.776 1.975 -1.371
O 3.262 3.428 4.927
H 3.817 4.061 4.472
H 2.964 3.889 5.711
O 6.446 0.040 4.350
H 6.036 0.035 3.485
H 5.841 0.540 4.899
O 3.915 -6.295 -0.664
H 3.297 -6.946 -0.330
H 3.961 -5.632 0.026
O 4.087 -3.262 2.958
H 3.400 -2.626 2.754
H 4.693 -2.787 3.526
```

Calculated values
Lowest unoccupied orbital energy (eV): 0.1155
HOMO (eV): -10.19
Total charge: 0
Energy relative to the best compared isomer or geometry (same formula, charge and spin) (kcal/mol): 103.9
Orbital gap (eV): 10.302

=====

No. 5
C12H48F2InNO16S2 | ωB97M-V with the def2-TZVPD basis set

Structure (XYZ):
```
82
Properties=species:S:1:pos:R:3
In 17.927 -19.205 -0.955
N 16.231 -17.037 -0.100
S 15.063 -16.278 -0.699
O 15.237 -14.933 -1.196
O 13.682 -16.590 -0.266
F 15.031 -17.134 -2.016
S 16.061 -16.125 1.311
O 14.947 -16.461 2.214
O 16.529 -14.734 1.410
F 17.280 -16.922 2.046
C 10.479 -16.562 -0.297
O 9.135 -16.301 0.042
H 11.074 -15.653 -0.389
H 10.967 -17.131 0.494
H 10.550 -17.074 -1.257
H 9.142 -15.800 0.861
C 15.249 -17.342 -5.442
O 16.568 -17.228 -5.881
H 15.103 -17.202 -4.371
H 14.625 -16.713 -6.078
H 14.957 -18.375 -5.631
H 17.048 -18.010 -5.597
C 14.914 -14.113 -4.610
O 15.405 -13.395 -3.510
H 13.946 -14.514 -4.308
H 14.777 -13.447 -5.462
H 15.607 -14.913 -4.870
H 15.334 -13.931 -2.717
C 17.580 -12.687 3.700
O 17.462 -12.332 2.363
H 17.144 -11.917 4.336
H 17.068 -13.627 3.907
H 18.655 -12.807 3.837
H 17.312 -13.118 1.832
C 14.058 -19.911 0.952
O 15.470 -20.126 0.637
H 13.693 -18.918 0.691
H 13.403 -20.697 0.575
H 13.900 -19.974 2.029
H 15.549 -21.083 0.649
C 12.252 -18.172 -3.080
O 10.991 -18.153 -3.749
H 12.722 -17.215 -2.858
H 12.065 -18.729 -2.162
H 12.899 -18.852 -3.635
H 10.659 -19.016 -3.492
C 18.727 -16.832 4.912
O 19.216 -17.598 6.019
H 19.055 -17.340 4.005
H 17.671 -16.601 4.772
H 19.189 -15.847 4.854
H 18.636 -18.356 6.120
C 14.735 -20.894 -2.682
O 15.325 -19.647 -2.743
H 14.467 -21.190 -3.697
H 15.471 -21.664 -2.450
H 13.854 -20.934 -2.042
H 15.966 -19.677 -3.457
C 11.758 -16.311 3.420
O 12.606 -17.464 3.232
H 12.007 -15.717 4.300
H 11.835 -15.692 2.526
H 10.724 -16.637 3.528
H 13.447 -17.124 2.919
C 17.241 -19.880 3.221
O 18.022 -19.467 2.087
H 17.881 -19.866 4.103
H 16.381 -19.229 3.378
H 16.949 -20.929 3.188
H 18.957 -19.458 2.304
C 19.515 -13.980 0.327
O 20.612 -14.512 -0.354
H 18.597 -14.543 0.162
H 19.830 -13.882 1.366
H 19.419 -12.969 -0.069
H 20.616 -15.430 -0.073
C 18.391 -15.602 -3.202
O 17.551 -16.657 -3.031
H 18.181 -14.851 -2.441
H 19.473 -15.696 -3.291
H 18.042 -15.227 -4.164
H 17.577 -17.281 -3.760
```

Calculated values
Lowest unoccupied orbital energy (eV): -13.0292
HOMO (eV): -14.74
Total charge: +2
Energy relative to the best compared isomer or geometry (same formula, charge and spin) (kcal/mol): 103.0
Orbital gap (eV): 1.711

=====

No. 6
C12H4Cl5O6ReS2 | ωB97M-V with the def2-TZVPD basis set

Structure (XYZ):
```
30
Properties=species:S:1:pos:R:3
Re -0.353 -0.694 0.266
O 0.973 -1.249 -1.297
S 2.196 -0.966 -0.452
O 3.342 -1.725 -0.757
O 1.623 -1.116 0.915
C 2.571 0.775 -0.623
C 3.875 1.014 -1.031
C 4.354 2.306 -1.192
C 3.524 3.380 -0.942
C 2.215 3.160 -0.538
C 1.717 1.876 -0.371
S -0.011 1.881 0.127
O -0.755 0.966 -0.841
O -0.453 3.214 0.203
O -0.165 1.057 1.380
H 4.521 0.169 -1.219
H 5.377 2.450 -1.511
H 3.872 4.397 -1.057
H 1.568 4.004 -0.351
Cl -3.630 0.969 0.603
C -3.528 -0.736 0.690
C -2.276 -1.339 0.556
C -2.238 -2.716 0.697
Cl -0.561 -3.237 0.685
C -3.310 -3.539 0.898
Cl -3.089 -5.220 1.061
C -4.562 -2.917 0.977
Cl -5.944 -3.866 1.216
C -4.664 -1.519 0.885
Cl -6.191 -0.774 1.019
```

Calculated values
Lowest unoccupied orbital energy (alpha / beta) (eV): -5.2298 / -5.8555
HOMO (alpha / beta) (eV): -12.24 / -12.57
Total charge: +1
Spin multiplicity: 4
Expectation value of S²: 3.7828
Orbital gap (alpha / beta) (eV): 7.013 / 6.718

=====

No. 7
C12H6Br2Cl3F6N2O5RuS2Si | ωB97M-V with the def2-TZVPD basis set

Structure (XYZ):
```
40
Properties=species:S:1:pos:R:3
Ru -0.037 -0.091 0.513
F -3.511 -1.597 2.894
C -3.374 -0.529 2.132
F -2.490 -0.835 1.151
F -4.526 -0.216 1.580
S -2.760 0.911 3.215
O -1.253 0.646 3.103
O -3.247 0.662 4.508
N -3.118 2.240 2.564
S -2.328 2.816 1.283
O -1.452 1.797 0.741
O -1.777 4.094 1.503
C -3.744 2.845 0.044
F -3.846 1.585 -0.379
F -3.498 3.621 -0.993
F -4.876 3.192 0.615
C -0.143 1.383 -2.352
C 1.009 0.446 -2.465
C 1.874 0.371 -3.568
C 2.907 -0.536 -3.566
C 3.081 -1.399 -2.469
C 4.084 -2.400 -2.346
Br 5.365 -2.626 -3.710
C 4.138 -3.221 -1.236
C 3.210 -3.100 -0.211
Br 3.278 -4.214 1.301
C 2.172 -2.130 -0.244
O 1.294 -2.008 0.653
C 2.154 -1.269 -1.410
N 1.179 -0.352 -1.425
H -0.345 1.896 -3.285
H 0.068 2.125 -1.575
H -1.032 0.822 -2.039
H 1.729 1.023 -4.415
H 3.575 -0.589 -4.413
H 4.902 -3.982 -1.166
Cl -0.243 -2.115 3.323
Si 0.043 -0.230 3.844
Cl 0.122 0.341 5.711
Cl 1.414 0.620 2.587
```

Calculated values
Lowest unoccupied orbital energy (alpha / beta) (eV): -3.4840 / -5.6000
HOMO (alpha / beta) (eV): -11.29 / -10.67
Total charge: +1
Energy relative to the best compared isomer or geometry (same formula, charge and spin) (kcal/mol): 17.1
Spin multiplicity: 5
Expectation value of S²: 6.0538
Orbital gap (alpha / beta) (eV): 7.804 / 5.071

=====

No. 8
C12H6BrF7N2O3SYb | ωB97M-V with the def2-TZVPD basis set

Structure (XYZ):
```
33
Properties=species:S:1:pos:R:3
C 1.341 -2.575 1.938
C 0.703 -1.162 1.490
C 1.453 -0.359 0.461
C 0.892 0.936 -0.026
S 1.905 1.838 -1.262
O 1.591 3.232 -1.412
O 3.263 1.726 -0.780
C 1.914 1.092 -2.999
F 1.814 2.016 -3.963
F 3.136 0.527 -3.179
C 0.869 -0.046 -3.270
F 1.188 -1.217 -2.592
F 0.982 -0.372 -4.574
C -0.666 0.410 -3.094
F -0.815 1.724 -3.076
F -1.334 -0.019 -4.175
F -1.317 -0.190 -2.018
C -0.378 1.365 0.528
Br -1.188 2.989 -0.073
C -1.124 0.589 1.605
N -2.279 1.144 2.074
C -2.838 0.432 3.044
O -3.955 0.881 3.631
C -2.283 -0.854 3.526
N -1.195 -1.454 3.072
C -0.631 -0.659 2.106
H 1.168 -2.811 3.005
H 2.419 -2.547 1.677
H 0.880 -3.399 1.252
H 2.408 -0.732 0.047
H -4.664 1.009 2.973
H -2.833 -1.365 4.345
Yb -0.428 -2.150 -0.283
```

Calculated values
Lowest unoccupied orbital energy (eV): -8.8290
HOMO (eV): -16.29
Total charge: +2
Orbital gap (eV): 7.461

=====

No. 9
C12H6N4O8SV | ωB97M-V with the def2-TZVPD basis set

Structure (XYZ):
```
32
Properties=species:S:1:pos:R:3
V 1.508 -0.136 -1.577
O 1.579 3.635 -1.903
C 1.208 2.584 -1.497
O 1.514 1.398 -2.034
C 0.317 2.401 -0.279
C -0.381 3.500 0.215
C -1.203 3.343 1.325
C -1.341 2.126 1.980
C -0.675 1.024 1.471
C 0.171 1.141 0.347
O 0.784 0.084 -0.116
N -0.888 -0.314 2.027
O -0.696 -1.239 1.250
O -1.235 -0.407 3.161
N -2.040 4.507 1.784
O -1.963 5.488 1.113
O -2.702 4.296 2.754
H -0.313 4.461 -0.287
H -1.974 2.031 2.855
O 4.099 -1.286 -2.751
C 3.090 -0.968 -2.397
S -0.169 -1.241 -2.854
C 0.034 -2.453 -1.675
N -0.817 -3.490 -1.486
C -0.620 -4.361 -0.482
C 0.445 -4.181 0.370
C 1.303 -3.100 0.127
N 1.111 -2.281 -0.893
H -1.623 -3.598 -2.105
H -1.311 -5.187 -0.376
H 0.619 -4.867 1.183
H 2.168 -2.913 0.752
```

Calculated values
Lowest unoccupied orbital energy (alpha / beta) (eV): -9.9529 / -9.6187
HOMO (alpha / beta) (eV): -16.59 / -16.61
Total charge: +2
Energy relative to the best compared isomer or geometry (same formula, charge and spin) (kcal/mol): 27.9
Spin multiplicity: 2
Expectation value of S²: 0.7640
Orbital gap (alpha / beta) (eV): 6.635 / 6.987

=====

Q: Which formula does entry 8 have?
A: C12H6BrF7N2O3SYb

=====

Q: Look up the total charge of the third one.
A: 0